C33H30BrCl6F3IrNO as an isolated structure, computed with ωB97M-V/def2-TZVPD.

```
76
C33H30BrCl6F3IrNO (ωB97M-V/def2-TZVPD)
Ir 0.1578 1.6450 1.1447
Cl -0.6248 2.8793 4.4244
C -1.1952 3.7973 3.0600
C -0.8959 3.3581 1.7761
C -1.3312 4.1825 0.7422
Cl -0.9292 3.6931 -0.8870
C -2.0409 5.3600 0.9315
Cl -2.5456 6.3238 -0.3990
C -2.3367 5.7533 2.2369
Cl -3.2155 7.2024 2.5185
C -1.9078 4.9712 3.3091
Cl -2.2601 5.4713 4.9179
C -2.8595 -5.7473 -0.2522
C -2.5373 -4.9703 1.0234
C -1.3941 -5.6957 1.7493
C -3.7866 -4.9741 1.9172
C -2.1225 -3.5254 0.7299
C -1.7699 -2.6840 1.7794
C -1.3947 -1.3869 1.5099
Br -0.9528 -0.2391 2.9595
C -1.3485 -0.8394 0.2182
O -0.9882 0.4228 0.0186
C -1.7040 -1.6780 -0.8518
C -2.0780 -2.9911 -0.5507
C -1.7182 -1.2510 -2.3302
C -3.1564 -1.3771 -2.8625
C -1.2583 0.1876 -2.5981
C -0.7890 -2.1750 -3.1369
H -3.1409 -6.7706 0.0091
H -1.9974 -5.7996 -0.9229
H -3.6960 -5.3022 -0.7979
H -1.6761 -6.7319 1.9608
H -1.1516 -5.2158 2.6998
H -0.4891 -5.7050 1.1364
H -4.0884 -6.0017 2.1439
H -4.6206 -4.4727 1.4200
H -3.6049 -4.4623 2.8646
H -1.7857 -3.0290 2.8066
H -2.3529 -3.6299 -1.3785
H -3.8303 -0.7199 -2.3076
H -3.5374 -2.3969 -2.7809
H -3.1902 -1.0884 -3.9176
H -1.8914 0.9226 -2.1012
H -1.3065 0.3598 -3.6778
H -0.2310 0.3562 -2.2689
H -1.0895 -3.2224 -3.0864
H 0.2389 -2.1018 -2.7697
H -0.7951 -1.8777 -4.1899
Cl 5.1025 6.0450 0.3219
C 4.2300 4.6805 0.9521
C 3.1686 4.8843 1.8195
C 2.4751 3.7914 2.3103
C 2.8108 2.4772 1.9358
C 2.0265 1.3383 2.4028
C 3.9119 2.3128 1.0766
C 4.6176 3.3964 0.5905
H 2.8937 5.8894 2.1113
H 1.6602 3.9504 3.0049
H 1.5976 1.4584 3.3930
H 2.4913 0.3657 2.2594
H 4.2194 1.3099 0.7955
H 5.4691 3.2569 -0.0643
F 4.4116 -1.3105 -4.0389
C 4.6975 -0.1159 -3.5050
F 4.8343 0.7639 -4.5031
F 5.8845 -0.2241 -2.8879
C 3.6338 0.3077 -2.5318
C 3.1628 1.6042 -2.5169
C 2.2137 1.9400 -1.5627
N 1.7502 1.0652 -0.6791
C 2.2019 -0.1869 -0.7052
C 3.1479 -0.6141 -1.6168
H 3.5191 2.3444 -3.2200
H 1.8184 2.9491 -1.4992
H 1.7788 -0.8635 0.0301
H 3.4905 -1.6401 -1.6130
```

* spin multiplicity: 5
* total charge: 0
* maximum force: 0.59 eV/A
* energy relative to the best compared isomer or geometry (same formula, charge and spin): 16.7 kJ/mol
* <S²>: 6.025
* E_tot: -194411.874 eV
* HOMO (spin up / spin down): -6.9 / -8.2 eV
* HOMO-LUMO gap (spin up / spin down): 6.57 / 6.55 eV

A 2-piece molecular cluster, C25H46ClN4O3S overall in a non-equilibrium geometry, computed with ωB97M-V/def2-TZVPD.

```
80
C25H46ClN4O3S (ωB97M-V/def2-TZVPD)
C 5.9905 0.7142 -0.7896
C 4.7515 0.3081 -1.0480
N 3.3051 0.3531 -1.3644
C 3.0835 -1.1603 -1.5443
C 1.5750 -1.5205 -1.1399
C 1.7640 -2.4557 0.2088
C 0.3337 -2.7789 0.9308
C -0.2540 -4.2525 0.5813
Cl 0.6899 -2.7259 2.7708
N 0.7012 -2.3749 -1.9576
C 0.6230 -2.0777 -3.2547
C -0.8422 -1.5554 -3.7857
C 1.7447 -2.2257 -4.3940
N 1.1119 -0.2336 -0.5200
C -0.0947 0.3958 -1.1409
C -0.6870 1.6961 -0.4156
C -2.0060 2.3385 -1.0867
C -3.1980 1.2663 -1.3243
C -3.6979 0.5609 0.0668
C -5.1702 1.0438 0.5375
C -6.4016 0.3128 -0.2078
C -6.3142 -1.2990 -0.2636
C -7.3701 -1.7749 -1.4372
O -8.6165 -1.0335 -1.3531
C -8.8897 -0.2690 -2.5602
C 2.3156 0.6532 -0.3252
N 2.2536 1.5272 0.6921
S 3.5296 2.6672 0.9548
H 7.0316 1.1903 -0.5860
H 3.6131 -1.6682 -2.4271
H 3.7204 -1.5592 -0.6466
H 2.2900 -3.4574 -0.0849
H 2.3898 -1.8739 1.0038
H -0.4637 -1.9705 0.7545
H 0.5839 -4.9176 0.1618
H -0.8014 -4.6862 1.4956
H -1.0461 -4.1126 -0.2562
H -1.0737 -2.1357 -4.7713
H -0.8428 -0.4397 -4.0580
H -1.6310 -1.8728 -3.0134
H 2.6910 -2.8044 -4.0285
H 1.3693 -2.6810 -5.3880
H 2.1337 -1.1434 -4.6146
H 0.0652 0.6072 -2.2818
H -0.9321 -0.4202 -1.1085
H -0.8623 1.4975 0.7121
H 0.1476 2.5166 -0.4561
H -2.4090 3.1245 -0.3202
H -1.7199 2.9429 -2.0293
H -2.7876 0.4935 -2.0944
H -4.0524 1.8321 -1.8615
H -2.9640 0.9121 0.9062
H -3.5642 -0.5820 -0.0009
H -5.2518 2.1750 0.3060
H -5.1903 0.9523 1.6971
H -6.5999 0.7791 -1.2592
H -7.3576 0.5676 0.4156
H -6.7021 -1.8254 0.7031
H -5.2922 -1.7209 -0.5796
H -7.5165 -2.9160 -1.2837
H -6.8062 -1.6406 -2.4384
H -7.9379 0.0596 -3.1373
H -9.4124 0.7142 -2.2217
H -9.5522 -0.8344 -3.3291
H 1.4203 1.5690 1.3197
H 3.3813 3.7823 0.1105
O 8.8772 0.8174 4.9217
C 7.8304 1.4174 5.0266
O 7.0065 1.5415 3.9633
C 5.6631 2.0410 4.0301
C 5.6418 3.5518 3.9171
C 7.4678 2.1178 6.3075
H 5.1508 1.6790 4.9248
H 5.1328 1.6104 3.1769
H 6.1704 4.0243 4.7478
H 4.6134 3.9232 3.9058
H 6.1422 3.8738 2.9991
H 7.9048 3.1184 6.3051
H 7.8842 1.5475 7.1406
H 6.3967 2.1798 6.4849
```

* spin multiplicity: 1
* total charge: +1
* maximum force: 8.54 eV/A
* E_tot: -62112.646 eV
* HOMO: -11.2 eV
* HOMO-LUMO gap: 7.15 eV

One molecule with the formula C5H9NO, computed with ωB97M-V/def2-TZVPD.

```
16
C5H9NO (ωB97M-V/def2-TZVPD)
C 0.9488 -1.1707 -0.6206
C 0.9545 0.3176 -0.2338
C 1.1487 0.3660 1.2811
O 2.0798 0.3327 2.0322
N -0.2711 0.4127 1.5333
C -0.4689 0.8286 0.1043
C -1.7068 0.3008 -0.5908
H 1.9599 -1.5468 -0.7985
H 0.3147 -1.3773 -1.4913
H 0.5337 -1.7684 0.2117
H 1.6209 0.9361 -0.8409
H -0.5377 -0.5782 1.6171
H -0.4841 1.9261 0.0742
H -1.7830 -0.7928 -0.5698
H -1.7227 0.6266 -1.6358
H -2.6010 0.7077 -0.1085
```

* spin multiplicity: 1
* total charge: 0
* maximum force: 0.75 eV/A
* energy relative to the best compared isomer or geometry (same formula, charge and spin): 138.8 kJ/mol
* E_tot: -8867.774 eV
* HOMO: -9.6 eV
* HOMO-LUMO gap: 10.48 eV

A 3-piece molecular cluster, C31H73FN8O7P3 overall in a non-equilibrium geometry, computed with ωB97M-V/def2-TZVPD.

```
123
C31H73FN8O7P3 (ωB97M-V/def2-TZVPD)
C 5.9726 3.5755 2.1341
C 5.3815 2.4336 1.2046
C 4.4077 3.0156 0.0932
C 2.9437 3.1992 0.6531
C 2.1902 4.4454 0.0312
C 1.7562 4.2212 -1.4568
C 0.7167 5.3024 -1.9782
C -0.6695 5.0052 -1.3062
C -1.7818 6.0889 -1.5837
C -1.6171 7.2451 -0.4965
C -2.6987 7.2186 0.6336
C -2.4862 6.0445 1.7012
C -3.5159 4.8917 1.4425
C -3.7139 3.9041 2.6512
C -3.9781 2.4046 2.2269
C -2.6726 1.5734 1.9544
F -2.5141 0.7187 3.0865
C -1.3417 2.4612 1.9457
O -0.8074 2.8474 0.8860
O -0.8331 2.7150 3.0893
N -2.6893 0.6896 0.7822
C -3.0630 1.3743 -0.4627
C -2.0709 1.1475 -1.6454
O -2.1481 1.8579 -2.6032
O -1.1004 0.1624 -1.5407
P -3.5412 -0.8175 1.0048
N -2.4282 -1.9183 1.7918
O -4.8834 -0.6250 2.0510
H 6.0586 4.5599 1.5973
H 5.2559 3.7537 2.9767
H 6.9711 3.3021 2.5575
H 4.8633 1.7137 1.8810
H 6.2404 1.9074 0.7036
H 4.8373 3.9739 -0.2910
H 4.4367 2.2723 -0.7449
H 3.0314 3.3023 1.7650
H 2.3824 2.2426 0.4790
H 2.9108 5.3046 0.1262
H 1.3375 4.6480 0.7311
H 1.3555 3.1780 -1.5316
H 2.6984 4.2550 -2.0733
H 1.0918 6.3159 -1.6918
H 0.6296 5.1467 -3.0836
H -0.4918 5.0217 -0.2000
H -1.0143 4.0001 -1.6464
H -2.7603 5.5892 -1.3365
H -1.8043 6.4692 -2.6315
H -0.5710 7.2169 -0.0876
H -1.7045 8.2219 -1.0523
H -3.7516 7.2409 0.2529
H -2.5683 8.1733 1.2213
H -2.6548 6.5083 2.7062
H -1.4341 5.6662 1.6890
H -3.2401 4.4047 0.4754
H -4.5129 5.3878 1.2604
H -4.6631 4.2315 3.1679
H -2.9214 3.9892 3.4408
H -4.4963 1.9364 3.1095
H -4.7300 2.4058 1.3987
H -3.2097 2.4722 -0.3706
H -4.0564 0.9572 -0.8067
H -0.4842 0.5075 -0.8576
H -1.6026 -1.3569 2.0474
H -2.0662 -2.5772 1.0981
H -5.3947 0.0938 1.6335
O 6.3454 -1.2136 0.1600
P 7.8068 -1.5371 -0.1323
N 7.5082 -2.0300 -1.7651
C 8.1974 -3.0807 -2.4869
C 7.3518 -0.8832 -2.6619
N 7.7800 -2.9318 0.9631
C 7.6673 -4.3086 0.4947
C 6.7739 -2.8222 2.0379
N 9.5579 -1.7448 -0.4192
C 10.4065 -2.8305 0.0406
C 10.2062 -0.4781 0.0083
H 9.2190 -2.7995 -2.7802
H 7.6524 -3.3263 -3.4030
H 8.2486 -4.0129 -1.9300
H 8.3101 -0.3631 -2.8100
H 6.6372 -0.1669 -2.2504
H 6.9703 -1.1876 -3.6386
H 6.8548 -4.4385 -0.2339
H 7.4667 -4.9938 1.3231
H 8.5900 -4.6979 0.0700
H 5.7599 -3.0569 1.6866
H 6.7535 -1.8234 2.4705
H 7.0055 -3.5090 2.8560
H 10.3232 -3.0266 1.1135
H 11.4568 -2.5964 -0.1621
H 10.2327 -3.7410 -0.5297
H 10.1373 -0.3494 1.0951
H 9.7130 0.3783 -0.4661
H 11.2575 -0.4378 -0.2834
O -8.8122 -5.2340 -2.5167
P -7.6196 -4.9731 -1.6009
N -6.8317 -6.4779 -1.9331
C -6.0468 -7.2616 -0.9998
C -6.1315 -6.4567 -3.2182
N -8.6319 -5.0889 -0.1459
C -8.6562 -6.2670 0.7130
C -10.0527 -4.7749 -0.3851
N -6.2232 -4.4550 -0.6242
C -6.1290 -4.3905 0.8256
C -5.8177 -3.1208 -1.1420
H -5.0648 -6.8166 -0.7878
H -5.8695 -8.2621 -1.4059
H -6.5560 -7.4265 -0.0536
H -5.2476 -5.8037 -3.1765
H -6.7887 -6.0878 -4.0089
H -5.8075 -7.4569 -3.5144
H -8.7796 -7.1993 0.1433
H -9.4811 -6.2184 1.4297
H -7.7796 -6.3545 1.3509
H -10.5941 -5.6121 -0.8482
H -10.1702 -3.9052 -1.0293
H -10.5591 -4.5353 0.5537
H -6.9507 -3.8421 1.2935
H -5.2017 -3.8880 1.1185
H -6.0322 -5.3830 1.2632
H -6.5823 -2.3685 -0.9161
H -5.6887 -3.1588 -2.2311
H -4.8664 -2.7892 -0.7238
```

* spin multiplicity: 1
* total charge: -1
* maximum force: 9.03 eV/A
* E_tot: -90164.138 eV
* HOMO: -5.2 eV
* HOMO-LUMO gap: 5.39 eV

A 2-piece molecular cluster, C2H3FN2O overall in a non-equilibrium geometry, computed with ωB97M-V/def2-TZVPD.

```
9
C2H3FN2O (ωB97M-V/def2-TZVPD)
C -0.7040 -0.8098 0.0297
C 1.4276 0.0838 0.0333
N -1.9464 -1.1802 0.0039
N -1.6231 0.0573 -0.5312
O 0.4956 -0.9716 0.3447
F -2.6390 1.8302 0.2178
H 0.9464 0.8751 -0.5444
H 2.2437 -0.3654 -0.5309
H 1.7992 0.4806 0.9771
```

* spin multiplicity: 1
* total charge: 0
* maximum force: 3.34 eV/A
* energy relative to the best compared isomer or geometry (same formula, charge and spin): 528.3 kJ/mol
* E_tot: -9861.135 eV
* HOMO (spin up / spin down): -11.3 / -9.0 eV
* HOMO-LUMO gap (spin up / spin down): 10.73 / 7.38 eV

A 2-piece molecular cluster, C3H2FIO2 overall in a non-equilibrium geometry, computed with ωB97M-V/def2-TZVPD.

```
9
C3H2FIO2 (ωB97M-V/def2-TZVPD)
C 0.6236 -1.0600 -0.0266
C 0.6796 -0.2213 1.0190
C -0.9420 0.3753 -0.2305
O -0.4451 -0.7119 -0.7941
O -0.3448 0.6680 0.9142
F 0.6318 1.8231 -1.6512
I -2.7596 1.1407 -0.7458
H 1.2212 -1.8879 -0.3455
H 1.3352 -0.1260 1.8605
```

* spin multiplicity: 3
* total charge: 0
* maximum force: 2.98 eV/A
* energy relative to the best compared isomer or geometry (same formula, charge and spin): 120.6 kJ/mol
* <S²>: 2.007
* E_tot: -18049.690 eV
* HOMO (spin up / spin down): -5.8 / -9.3 eV
* HOMO-LUMO gap (spin up / spin down): 6.42 / 5.20 eV

One molecule with the formula C13H15N3O3 in a non-equilibrium geometry, computed with ωB97M-V/def2-TZVPD.

```
34
C13H15N3O3 (ωB97M-V/def2-TZVPD)
N -4.4403 2.0178 -0.3524
C -3.4335 1.1596 -1.0497
C -3.6183 -0.3539 -0.6498
O -4.7644 -0.9365 -0.4026
N -2.5198 -1.2124 -0.3503
C -1.2606 -1.0971 0.2673
C -0.1830 -0.9468 -0.8258
C 1.3629 -1.0589 -0.4690
C 2.1462 -2.1863 -0.4228
N 3.3694 -1.8235 -0.0206
C 3.4196 -0.4191 -0.0824
C 4.5440 0.5110 -0.2445
C 4.3054 1.8958 -0.5130
C 2.9428 2.3509 -0.2697
C 1.7864 1.5769 0.2426
C 2.1504 0.1093 -0.1365
C -1.1219 -0.0542 1.4876
O -2.0206 0.9192 1.6951
O 0.1346 -0.3540 2.1869
H -5.3225 1.4558 -0.9352
H -4.5832 1.6192 0.7503
H -3.6846 1.2402 -2.1447
H -2.3477 1.6803 -0.8833
H -2.8827 -2.0629 -0.1321
H -1.2043 -2.1815 0.7621
H -0.4235 -1.9395 -1.5153
H -0.3789 -0.1661 -1.8561
H 1.8368 -3.2792 -0.5917
H 4.1453 -2.3995 -0.2628
H 5.6748 0.1814 -0.2452
H 5.2997 2.4241 -0.9459
H 2.5174 3.3519 -0.7523
H 0.7425 1.9402 0.5565
H 0.7071 -0.6902 1.4181
```

* spin multiplicity: 1
* total charge: 0
* maximum force: 8.75 eV/A
* energy relative to the best compared isomer or geometry (same formula, charge and spin): 880.4 kJ/mol
* E_tot: -24329.713 eV
* HOMO: -8.5 eV
* HOMO-LUMO gap: 8.43 eV

C20H38Cl4F12N2O14S4Zn as an isolated structure in a non-equilibrium geometry, computed with ωB97M-V/def2-TZVPD.

```
95
C20H38Cl4F12N2O14S4Zn (ωB97M-V/def2-TZVPD)
Zn 0.7329 9.0433 19.5889
C -0.2072 12.9001 21.0003
F 0.3670 12.9067 19.7448
F 0.4627 13.8265 21.7582
F -1.4677 13.1955 20.9624
S 0.0414 11.0496 21.6649
O 0.1950 11.2422 23.0966
O -1.0817 10.2380 21.1540
N 1.4627 10.3906 20.7314
S 2.6511 10.5888 21.8389
O 2.7462 11.9615 22.3444
O 2.6644 9.4757 22.8055
C 4.2719 10.3434 20.7762
F 3.9864 11.0140 19.6703
F 5.2647 10.9695 21.4498
F 4.5230 9.0645 20.4993
C -2.4948 6.8585 17.8281
F -1.6372 5.9146 18.2714
F -2.4247 7.1035 16.5104
F -3.7519 6.4357 18.0271
S -2.2592 8.5315 18.7708
O -3.4580 9.2941 18.5527
O -2.2091 8.0834 20.1736
N -0.6469 9.2367 18.2910
S -1.1007 10.2276 17.1584
O -2.0207 9.7765 16.0975
O -1.4834 11.5121 17.7535
C 0.5619 10.6133 16.2595
F 0.4597 11.6141 15.4362
F 1.4563 10.8658 17.2485
F 0.9321 9.5103 15.5733
C 10.2687 8.9561 18.9276
O 8.8846 9.2138 19.3422
C 7.8541 8.3778 18.7804
C 7.1692 8.6921 17.4205
O 6.1854 9.7249 17.5912
C 5.6784 10.1889 16.3852
H 10.5052 9.0353 17.8665
H 10.7776 8.1005 19.3715
H 10.8925 9.7684 19.3006
H 7.0400 8.2527 19.4943
H 8.2578 7.3718 18.6660
H 6.7296 7.7735 17.0319
H 7.8908 9.0840 16.7037
H 6.4341 10.5365 15.6809
H 5.0466 11.0490 16.6070
H 5.0900 9.3741 15.9633
C 2.7189 16.3820 15.7788
O 3.2578 16.3363 17.0533
C 2.6695 15.3144 17.8241
C 2.9742 15.3689 19.3841
O 4.3624 15.2498 19.3979
C 4.8847 13.9344 19.1580
H 3.1150 17.2342 15.2265
H 1.6294 16.3501 15.7866
H 3.1646 15.4714 15.3786
H 2.8076 14.2993 17.4517
H 1.6024 15.4899 17.6883
H 2.3235 14.6373 19.8631
H 2.7769 16.3945 19.6963
H 4.8650 13.6447 18.1074
H 4.2267 13.2368 19.6761
H 5.9046 13.8723 19.5378
C 2.8783 7.8266 17.6220
O 2.1164 7.7210 18.8352
C 1.5948 6.3882 19.0200
C 1.2853 6.3257 20.5032
O 0.5175 7.4598 20.8237
C 0.0243 7.3255 22.2433
H 3.7669 7.1979 17.6788
H 3.1528 8.8700 17.4674
H 2.3141 7.4723 16.7592
H 2.2683 5.5725 18.7572
H 0.7258 6.3536 18.3628
H 2.2296 6.3456 21.0474
H 0.6619 5.4594 20.7245
H -0.5066 6.3784 22.1468
H -0.7075 8.0065 22.6778
H 0.8764 7.1703 22.9051
Cl 3.3828 10.1365 25.7413
C 2.9062 11.7974 25.9586
C 3.4584 12.3502 27.2418
Cl 2.9931 11.4748 28.6960
H 1.8269 11.8259 25.8089
H 3.1936 12.3420 25.0592
H 3.0815 13.3480 27.4664
H 4.5419 12.4680 27.2555
Cl -2.6830 12.5789 24.5966
C -1.6807 13.5225 25.6974
C -0.4192 13.9700 24.9557
Cl 0.5641 14.9251 26.0376
H -1.3523 12.8820 26.5159
H -2.3473 14.3150 26.0376
H -0.5294 14.5690 24.0517
H 0.1371 13.1024 24.6008
```

* spin multiplicity: 2
* total charge: -1
* maximum force: 5.40 eV/A
* <S²>: 0.754
* E_tot: -227452.071 eV
* HOMO (spin up / spin down): -1.3 / -6.4 eV
* HOMO-LUMO gap (spin up / spin down): 2.95 / 8.02 eV